1.
Molecular formula: C3H3ClN2OS
Method: DFT, ωB97M-V/def2-TZVPD

Structure (XYZ):
```
11
Properties=species:S:1:pos:R:3:lowdin_charge:R:1
C 0.18 0.94 0.00 -0.129
C -0.69 0.01 0.48 -0.190
C 0.66 -0.96 -0.87 -0.214
N 0.97 0.32 -0.95 0.069
N -0.37 -1.18 -0.06 -0.332
O -0.88 -3.57 -0.81 -0.507
S -1.28 -2.59 0.32 0.750
Cl -3.25 -1.89 -0.09 0.216
H 0.08 2.11 0.09 0.143
H -1.48 0.06 1.11 0.059
H 1.20 -1.84 -1.23 0.134
```

As for the HOMO energy: -9.60 eV. As for the LUMO energy: -1.10 eV. The strongest force on any atom is 0.0976 hartree/bohr. As for the calculated total energy: -1159.18756 Eh.



2.
Molecular formula: C3H3ClN2S
Method: DFT, ωB97M-V/def2-TZVPD

Structure (XYZ):
```
10
Properties=species:S:1:pos:R:3:lowdin_charge:R:1
C -0.65 -1.72 0.06 -0.224
C 0.30 0.22 -0.97 -0.020
C -0.75 -0.33 -0.13 -0.107
N -0.92 -2.83 0.10 0.204
N 1.24 0.59 -1.53 0.204
S 4.36 -1.02 -0.17 -0.259
Cl 3.71 0.95 -0.19 0.030
H -1.65 -0.32 -0.70 0.136
H -0.99 0.13 0.78 0.134
H 2.39 0.90 -1.10 -0.099
```

As for the HOMO energy: -7.49 eV. As for the LUMO energy: -0.84 eV. The strongest force on any atom is 0.0376 hartree/bohr. As for the calculated total energy: -1083.85886 Eh.



3.
Molecular formula: C3H3ClO2
Method: DFT, ωB97M-V/def2-TZVPD

Structure (XYZ):
```
9
Properties=species:S:1:pos:R:3:lowdin_charge:R:1
C -0.52 0.46 -1.01 0.016
C 0.21 0.58 0.25 -0.441
O 0.55 1.57 0.86 0.094
C 0.43 -0.82 0.92 -0.859
O -0.27 -1.81 0.84 0.028
Cl 1.82 -0.90 1.74 0.880
H -1.07 1.33 -1.09 0.068
H -1.14 -0.44 -0.67 0.120
H -0.01 0.04 -1.84 0.094
```

As for the HOMO energy: -10.19 eV. As for the LUMO energy: -0.43 eV. The SMILES is CC(=O)C(=O)Cl. The strongest force on any atom is 0.0786 hartree/bohr. As for the calculated total energy: -726.75054 Eh.



4.
Molecular formula: C3H3ClO2
Method: DFT, ωB97M-V/def2-TZVPD

Structure (XYZ):
```
9
Properties=species:S:1:pos:R:3:lowdin_charge:R:1
C 3.50 0.60 0.33 -0.681
C 0.16 -0.15 -0.70 -0.148
C 0.54 -0.28 0.73 -0.055
O 3.62 1.72 0.03 0.037
O 0.40 -1.41 -0.04 -0.066
Cl 4.48 -0.75 -0.14 0.640
H -0.88 0.00 -0.98 0.104
H 1.01 0.35 -1.20 0.096
H 1.74 0.01 0.92 0.072
```

As for the HOMO energy (alpha / beta): -9.14 / -9.39 eV. As for the LUMO energy (alpha / beta): -1.72 / -0.65 eV. The strongest force on any atom is 0.0478 hartree/bohr. As for the calculated total energy: -726.57241 Eh.



Q: The highest strongest force on any atom belongs to which entry?
A: C3H3ClN2OS



Q: Number 2 is which compound?
A: C3H3ClN2S